An isolated ion of composition C3H7FN3 and charge +1. Source: OMol25; level of theory: ωB97M-V with the def2-TZVPD basis set.

Results
orbital gap = 10.6 eV
max |F| = 3.3 eV/Å
net charge = +1
SMILES = [H]/N=C(\F)N1[NH2+][C@H]1C
energy relative to the best compared isomer or geometry (same formula, charge and spin) = 73.55 kcal per mole

```
14
Properties=species:S:1:pos:R:3:forces:R:3:mulliken_charge:R:1
C 2.3867 -0.2009 -0.0334 1.4 -0.7 0.1 0.41
C -0.1052 -0.0335 0.3047 0.6 -1.1 -1.5 0.44
C -1.2672 -0.3466 -0.5406 -1.0 0.7 -1.8 -1.24
N 2.6458 -1.3635 0.2960 0.9 -0.4 1.2 -0.46
N 1.0917 0.0697 -0.4744 -1.0 2.7 -0.1 -0.07
N 0.3203 1.3586 0.2062 1.0 -3.0 -1.1 -0.25
F 3.2887 0.7532 -0.2783 -0.9 0.3 0.2 -0.20
H -0.0136 -0.5597 1.2040 0.2 -0.1 1.8 0.53
H -1.2119 -1.2883 -1.1430 0.2 0.5 1.1 0.33
H -1.2099 0.4410 -1.3569 -0.8 -0.8 0.8 0.29
H -2.1965 -0.2869 0.0515 0.3 0.0 -0.5 0.34
H 3.6582 -1.5336 0.5125 -1.1 0.1 -0.6 0.32
H 0.0367 1.8310 -0.6029 -0.9 1.1 -1.2 0.29
H 0.7595 1.9010 0.8867 1.1 0.7 1.7 0.28
```
Forces are in eV/Å.